[1]
Molecular formula: C30H39BrCl2IN2OS2
Method: DFT, the ωB97M-V functional and the def2-TZVPD basis

Geometry as XYZ:
```
78
Properties=species:S:1:pos:R:3:forces:R:3
C 0.2378 -4.1196 -6.5866 -0.2 0.3 0.3
C -0.9399 -3.0728 -6.6883 0.7 0.1 0.8
C -0.4035 -1.5690 -6.7854 -1.0 -0.2 -0.9
C -0.9980 -0.6245 -5.6627 0.3 -0.3 -0.5
C -0.0448 -0.5106 -4.3840 -1.1 -0.3 -1.0
C -0.9065 -0.8133 -3.1036 0.8 0.2 -0.2
C -0.1385 -0.4904 -1.7377 -1.0 -0.5 -1.1
C -0.4943 0.9904 -1.3245 0.8 0.3 0.4
C -0.2688 1.3226 0.1829 0.0 0.5 2.3
C -1.3840 1.5098 1.1506 1.9 0.1 0.1
C -2.8310 1.3800 0.5727 -0.3 0.0 0.5
C -3.2895 -0.1199 0.2696 0.0 0.5 -1.0
C -3.7262 -0.3102 -1.2479 -0.5 -0.3 0.6
Cl -4.7792 -0.6015 1.2640 0.6 0.2 -0.3
C -1.0626 1.8387 2.5674 1.4 -0.4 -1.3
C -2.2160 2.0831 3.6024 0.7 -0.8 -0.8
Br -3.0566 3.8248 3.0461 0.1 -0.4 0.5
C -3.2783 0.9217 3.6809 -1.0 1.1 0.5
C -3.7244 0.6959 5.1885 0.1 0.3 -0.4
C 0.3475 1.9732 2.9881 -0.4 -0.4 -0.9
C 0.6403 2.3157 4.5030 -1.2 -0.1 -0.7
C 0.2920 1.0846 5.4243 0.7 -0.7 -0.8
C 1.1835 -0.1883 5.1351 -1.1 0.0 0.3
I 0.4472 1.6614 7.5386 0.0 -0.2 -0.7
C 1.4766 1.8004 2.0407 -3.5 0.0 0.0
C 1.1134 1.4831 0.6718 -0.4 0.1 0.7
S 2.4148 1.2890 -0.6008 0.3 0.2 1.0
C 3.9068 1.1228 0.4005 1.3 -0.1 1.2
C 5.1344 0.6278 -0.2439 0.8 0.2 1.1
C 6.3928 0.4710 0.4816 -2.5 1.1 1.4
Cl 7.9045 -0.1018 -0.2848 -1.5 0.5 0.6
C 6.3978 0.8204 1.8994 -1.1 0.1 -1.2
C 5.1846 1.3064 2.5316 0.2 0.0 -2.5
N 5.2786 1.6838 3.9557 -0.8 -2.3 -0.7
C 5.0694 0.6976 4.6646 0.2 0.5 1.9
S 4.8356 -0.3874 5.8179 0.4 1.0 -1.5
C 3.8941 1.4767 1.8128 3.0 -0.6 -0.4
N 2.8027 2.0114 2.5879 -0.2 -1.9 -1.3
H -0.0664 -5.0056 -5.9619 0.1 0.7 -1.1
H 1.1324 -3.6230 -6.1108 -0.6 -0.4 -0.5
H 0.4933 -4.4652 -7.6232 0.0 0.1 1.1
H -1.5819 -3.1234 -5.7620 0.6 -0.2 -0.9
H -1.5875 -3.3548 -7.5533 0.5 0.3 0.8
H 0.7208 -1.5473 -6.8371 -1.0 0.1 0.3
H -0.7598 -1.1822 -7.7850 0.4 -0.2 0.9
H -1.2120 0.3732 -6.1363 0.3 -0.7 0.7
H -2.0061 -1.0422 -5.3674 1.1 0.4 -0.2
H 0.7672 -1.2711 -4.5417 -0.6 0.7 0.5
H 0.3991 0.5188 -4.4129 -0.2 -0.9 0.5
H -1.8560 -0.2135 -3.1946 1.0 -0.5 0.2
H -1.2239 -1.8960 -3.1370 0.4 1.0 0.0
H 0.9606 -0.6596 -1.9103 -1.1 0.3 0.3
H -0.4737 -1.2701 -1.0057 0.3 1.0 -0.2
H 0.1792 1.6925 -1.9050 -0.7 -0.7 0.5
H -1.5321 1.2408 -1.6722 1.0 -0.3 0.6
H -2.8757 1.9991 -0.3671 0.0 -0.8 0.9
H -3.6240 1.8157 1.2395 1.1 -0.3 -0.5
H -2.4898 -0.8348 0.5803 -0.8 0.6 -0.3
H -3.6581 0.6476 -1.8280 0.2 -1.0 0.5
H -3.1336 -1.1418 -1.6977 -0.5 0.9 0.1
H -4.8121 -0.6067 -1.2811 1.2 0.2 0.0
H -1.8488 2.2677 4.6374 -0.2 0.1 -1.1
H -2.9890 -0.0143 3.1477 0.2 0.9 0.7
H -4.1986 1.3021 3.1537 1.0 -0.7 0.4
H -2.8877 0.9066 5.9109 -0.7 -0.4 -0.6
H -4.1005 -0.3472 5.3372 0.2 1.0 0.0
H -4.5343 1.4413 5.4342 0.7 -0.9 -0.2
H 1.6885 2.6827 4.6290 -1.0 -0.3 0.1
H -0.0878 3.1418 4.7532 1.1 -0.6 -0.1
H -0.7708 0.7395 5.3101 1.1 0.7 0.1
H 0.6676 -1.0558 5.6411 0.8 0.8 -0.4
H 1.1402 -0.4170 4.0334 0.2 0.3 0.9
H 2.2296 -0.0896 5.5088 -0.9 -0.1 -0.4
H 5.1734 0.3808 -1.3361 -0.4 0.3 1.2
H 7.3603 0.7360 2.4639 -1.2 0.1 -0.4
H 2.8190 1.4784 3.4689 0.1 0.7 -0.3
O -1.6385 -6.4271 -6.6620 -0.2 0.3 0.0
H -1.1950 -7.2591 -6.4895 0.1 -0.3 0.0
```
Positions in Å, forces in eV/Å.

Summary:
E_LUMO in eV: 0.78
Molecular weight in g/mol: 785.50
Orbital gap in eV: 3.109
Total charge: -1
Energy in eV: -161625.147



[2]
Molecular formula: C14H22AsF13INO4PS
Method: DFT, the ωB97M-V functional and the def2-TZVPD basis

Geometry as XYZ:
```
58
Properties=species:S:1:pos:R:3:forces:R:3
C -3.4758 -0.9910 2.0008 0.0 0.2 0.4
C -2.5997 0.2410 2.0118 0.6 -1.3 -0.3
N -3.1920 1.3442 2.1018 -0.5 1.4 0.3
C -1.1198 0.1052 1.8883 -0.3 -0.1 0.7
As -0.5008 1.0926 0.1556 -1.3 1.2 -1.0
C -0.2246 -0.6678 -0.8739 0.4 0.1 -0.5
C -1.0259 -0.6624 -2.2047 0.8 0.2 1.5
C -0.1026 -0.3524 -3.3566 -1.3 -0.7 0.1
F 0.7027 0.6602 -3.1209 0.6 1.4 0.2
F 0.7150 -1.4157 -3.5082 0.3 -0.9 -0.4
C -0.7689 -0.0702 -4.7683 1.1 -0.8 0.5
F -0.0288 -0.7253 -5.6799 0.3 -0.7 -0.6
F -0.6143 1.2025 -5.0824 -0.7 1.3 0.0
C -2.2046 -0.5752 -5.0140 0.0 0.6 0.3
F -2.2537 -1.8532 -4.6645 0.0 -1.1 0.7
F -2.4019 -0.5637 -6.3267 -0.1 0.5 -1.1
C -3.4372 0.1441 -4.3595 -0.1 0.3 -0.6
F -3.8230 -0.4829 -3.2738 0.2 -0.5 1.5
F -4.4632 -0.0204 -5.2138 -0.5 0.0 -0.9
C -3.3563 1.6670 -4.1427 -1.8 -0.6 -0.1
F -3.1289 2.2034 -5.3364 0.6 0.6 -1.0
F -2.4522 2.0201 -3.2748 1.3 0.2 0.8
C -4.7087 2.3017 -3.6656 1.7 0.8 0.1
F -5.5895 2.3713 -4.6188 -1.3 -0.5 -1.0
F -4.4140 3.5560 -3.3420 0.3 1.0 0.2
F -5.1793 1.7390 -2.5959 -0.8 -1.1 0.9
P 1.7468 1.0878 0.9386 1.0 -0.9 1.2
O 1.7747 2.2755 2.1357 0.2 0.0 -0.6
I 3.2055 2.0441 -0.8198 -0.3 0.1 0.0
H -2.9743 -1.8464 2.4505 0.0 -0.1 -0.2
H -4.3478 -0.7475 2.6039 -0.2 -0.1 -0.1
H -3.8179 -1.2252 0.9944 0.1 -0.1 -0.2
H -2.4929 2.0920 2.0724 -0.2 0.1 0.0
H -0.7139 0.6656 2.7314 0.4 -0.1 -0.1
H -0.8040 -0.9355 1.9230 0.1 0.0 0.1
H -0.7199 2.4635 0.9446 0.0 0.0 0.1
H -0.1167 1.9493 -1.1082 0.1 -0.1 -0.3
H -2.0155 1.1714 -0.2981 0.0 -0.3 -0.1
H -0.5090 -1.5271 -0.2707 -0.2 0.0 0.1
H 0.8383 -0.7839 -1.0923 0.1 0.0 0.1
H -1.8252 0.0630 -2.0455 -0.1 0.0 -0.4
H -1.3970 -1.6724 -2.3153 -0.5 0.0 -0.5
H 2.1806 3.0828 1.7924 -0.3 0.0 0.1
O 4.4879 0.2732 3.1414 0.3 0.0 -0.3
S 4.9837 -0.2154 4.3836 -0.4 -0.1 0.4
O 6.3878 -0.3981 4.6034 0.1 0.0 -0.1
O 4.2223 -1.5739 4.7390 0.0 0.2 0.2
C 4.2066 -2.6072 3.7399 0.1 -0.5 -0.5
C 5.5190 -3.3657 3.6819 0.2 0.2 0.0
C 4.3220 0.7536 5.6974 -0.1 0.0 0.1
H 3.9471 -2.1853 2.7671 0.0 0.2 0.1
H 3.4021 -3.2842 4.0232 -0.1 0.2 0.2
H 6.3235 -2.7316 3.3101 0.0 0.0 0.0
H 5.4291 -4.2261 3.0176 -0.1 0.0 0.0
H 5.8087 -3.7108 4.6753 -0.1 -0.1 0.0
H 3.2478 0.8432 5.5572 0.0 0.0 -0.1
H 4.7932 1.7326 5.6478 0.0 0.0 -0.1
H 4.5555 0.2707 6.6432 0.0 0.0 0.0
```
Positions in Å, forces in eV/Å.

Summary:
E_LUMO in eV: 2.36
Molecular weight in g/mol: 780.17
Orbital gap in eV: 6.009
Total charge: -1
Energy in eV: -148943.344



[3]
Molecular formula: CH4N5O
Method: DFT, the ωB97M-V functional and the def2-TZVPD basis

Geometry as XYZ:
```
11
Properties=species:S:1:pos:R:3:forces:R:3
C -0.8270 -0.4746 0.0075 -2.0 -3.3 -1.1
N 3.6847 -0.8339 -0.0410 0.5 -1.4 -0.2
N 3.9166 0.4066 -0.0264 2.3 2.1 -0.1
N 2.3874 -1.0396 -0.0073 -1.5 1.4 0.4
N 2.8105 1.0611 0.0123 -1.6 0.0 0.6
N 1.8363 0.1232 0.0736 -0.6 0.3 -0.2
O 0.0033 0.5029 -0.1010 2.6 1.2 -0.3
H -0.9491 -1.3036 -0.8063 0.8 1.5 1.0
H -1.4302 0.3663 -0.4869 -1.0 0.4 -0.1
H -1.2867 -0.7838 0.9504 0.6 0.3 0.3
H 2.7254 2.1314 0.1435 0.0 -2.4 -0.3
```
Positions in Å, forces in eV/Å.

Summary:
E_LUMO in eV: -7.46
Molecular weight in g/mol: 102.08
Relative energy (zero: lowest compared OMol25 entry of this formula, charge and spin) in kcal per mole: 120.4
Orbital gap in eV: 9.115
Total charge: +1
Energy in eV: -10584.563



Q: The lowest E_LUMO belongs to which entry?
A: CH4N5O



Q: Which value of total charge does entry 3 give?
A: +1